Entry 1:
Below is an isolated ion of composition C8H20IN2 and charge +1 at a distorted geometry, with properties calculated with ωB97M-V/def2-TZVPD.

Values from the calculation:
Total energy   -19693.0713 eV
Strongest force on any atom   3.8 eV/Å
HOMO energy   -0.457 hartree

Structure (ORCA input):
```
! wB97M-V def2-TZVPD RIJCOSX def2/J DEFGRID3
* xyz 1 1
C -2.59757 1.73716 0.64950
C -1.38118 2.24967 -0.17029
N -0.09518 1.64446 0.26195
C 0.04373 0.16576 0.06531
C 0.10023 -0.19628 -1.44416
C -0.98705 -1.09146 -2.08855
C 1.44846 -0.23523 0.83359
C 1.56858 0.38374 2.26535
I 3.14703 0.56032 -0.43756
N 1.34452 -1.64356 1.09671
C 1.78392 -2.77353 0.25039
H -2.81977 0.81030 0.10462
H -2.21372 1.57038 1.64098
H -3.37926 2.51023 0.52763
H -1.22082 3.35600 0.02366
H -1.52168 2.18609 -1.25887
H 0.73324 2.09106 -0.20031
H 0.09279 1.73556 1.21601
H -0.94565 -0.26872 0.42055
H 1.06075 -0.60611 -1.57542
H 0.01879 0.68872 -2.04382
H -0.58163 -2.16109 -2.30264
H -1.84204 -1.11073 -1.36464
H -1.35467 -0.54412 -2.93778
H 2.50603 0.12887 2.58769
H 1.57204 1.56292 2.39827
H 0.82438 0.07000 3.00781
H 1.43372 -1.81176 2.07970
H 2.68810 -2.53936 -0.45644
H 1.92793 -3.62638 0.96592
H 0.89297 -3.14741 -0.24542
*
```



Entry 2:
Below is a 2-piece molecular cluster, C9H14N4OS overall at a distorted geometry, with properties calculated with ωB97M-V/def2-TZVPD.

Values from the calculation:
Total energy   -28396.6262 eV
Strongest force on any atom   4.1 eV/Å
HOMO energy (alpha / beta)   -0.318 / -0.318 hartree

Structure (ORCA input):
```
! wB97M-V def2-TZVPD RIJCOSX def2/J DEFGRID3
* xyz 0 1
C 3.16635 0.46668 1.20017
C 1.95800 0.56509 -0.47043
C 0.23840 1.20268 -1.94706
C -1.14417 1.33685 -0.02440
C -1.09547 0.75012 -1.43595
C -1.42724 0.06724 0.79992
C -0.71549 -0.19088 2.19303
C -2.96366 -0.19423 0.83191
C 2.29220 -1.73348 -1.39738
N 2.31054 1.27182 0.57535
N 3.35912 -0.77004 0.63108
N 2.60652 -0.63738 -0.44399
N -0.98086 -0.70694 -1.36798
O -0.77034 -0.90843 0.02276
S 0.69974 1.94321 -3.25770
H 3.64300 0.77393 2.01812
H -0.23944 1.74361 0.29077
H -1.92128 2.15336 0.16937
H -1.99437 1.23616 -1.99220
H -1.24553 0.36724 2.89271
H 0.36111 0.12325 2.34077
H -0.83862 -1.25860 2.36657
H -3.31979 -0.16756 -0.27703
H -3.56960 0.58105 1.33165
H -3.17671 -1.17106 1.32841
H 3.17366 -1.91995 -2.07969
H 2.08472 -2.47691 -0.71262
H 1.46550 -1.38928 -2.00632
H -1.95631 -1.05756 -1.57984
*
```



Entry 3:
Below is C4H6O as an isolated structure at a distorted geometry, with properties calculated with ωB97M-V/def2-TZVPD.

Values from the calculation:
Total energy   -6287.8051 eV
Strongest force on any atom   6.0 eV/Å
HOMO energy   -0.347 hartree

Structure (ORCA input):
```
! wB97M-V def2-TZVPD RIJCOSX def2/J DEFGRID3
* xyz 0 1
C -0.04433 1.03420 -1.97303
C 0.00145 0.64772 -0.60281
C -0.05482 0.23426 0.55354
C -0.20552 -0.61788 1.77551
H 0.61434 0.23253 -2.74036
H -1.32558 0.98216 -2.17975
H 0.42843 2.18923 -2.00972
H -1.20593 -1.02659 1.87247
H -0.07460 -0.04045 2.77915
H 1.09871 -1.96624 0.68025
O 0.76784 -1.66893 1.84474
*
```



Entry 4:
Below is a 2-piece molecular cluster, C3H10OS2 overall at a distorted geometry, with properties calculated with ωB97M-V/def2-TZVPD.

Values from the calculation:
Total energy   -26990.6954 eV
Strongest force on any atom   2.4 eV/Å
HOMO energy   -0.337 hartree

Structure (ORCA input):
```
! wB97M-V def2-TZVPD RIJCOSX def2/J DEFGRID3
* xyz 0 1
S -0.90729 -0.87204 -1.25049
C 0.07930 -0.84209 0.27210
C 0.52853 0.57791 0.67014
C 1.48555 0.56644 1.88846
S 1.96983 2.18720 2.33258
H 0.12602 -1.00304 -2.10933
H 0.94517 -1.53175 0.28186
H -0.58596 -1.12524 1.11037
H 1.11469 0.94919 -0.19243
H -0.32441 1.26760 0.81933
H 0.91285 0.18633 2.75620
H 2.27440 -0.17436 1.65523
H 2.02426 2.78735 1.12454
O -3.05489 -0.91934 -3.48059
H -2.58610 -0.98368 -2.61782
H -4.00191 -1.07044 -3.26018
*
```



Entry 5:
Below is C9H23N4O8PRuS as an isolated structure, with properties calculated with ωB97M-V/def2-TZVPD.

Values from the calculation:
Total energy   -54751.6484 eV
Strongest force on any atom   0.3 eV/Å
HOMO energy (alpha / beta)   -0.304 / -0.303 hartree

Structure (ORCA input):
```
! wB97M-V def2-TZVPD RIJCOSX def2/J DEFGRID3
* xyz 0 1
Ru 1.53258 1.42625 -1.99296
N 3.23056 0.90907 -0.16907
N 3.53087 -0.44142 -0.07071
C 3.28630 -1.22613 -1.12110
N 3.70305 -2.49778 -1.05025
S 2.53012 -0.65945 -2.50863
H 4.06243 1.47608 -0.28386
H 2.63452 1.19836 0.59853
H 3.99220 -0.80019 0.75144
H 4.10397 -2.87840 -0.21039
H 3.39237 -3.13886 -1.75916
O 1.48140 4.05080 -1.29800
N 2.65516 3.95147 -1.63227
O 3.47497 4.83966 -1.60745
O 3.06711 2.75948 -2.05315
O 0.69908 1.93659 -3.31313
C -2.36844 -2.24372 -0.31107
C -0.93592 -2.42048 0.17378
C -0.90599 -3.15450 1.50313
C -0.08978 -3.13842 -0.86831
O -0.31049 -1.13365 0.45633
P -0.46894 0.16678 -0.45273
O 0.66940 1.09791 -0.03438
O -0.39603 -0.09455 -1.92355
O -1.86880 0.78927 -0.07875
C -2.17853 1.67634 1.04010
C -1.54169 1.16567 2.32450
C -1.68906 3.07302 0.68630
C -3.69270 1.63312 1.13447
H -2.81954 -3.22669 -0.45501
H -2.40000 -1.70726 -1.25966
H -2.96002 -1.69386 0.42092
H -1.31516 -4.15893 1.38857
H -1.49711 -2.61942 2.24691
H 0.11961 -3.23284 1.86693
H -0.50450 -4.12846 -1.06675
H 0.92970 -3.25781 -0.49431
H -0.06264 -2.56660 -1.79502
H -0.45449 1.18598 2.25784
H -1.86106 0.14360 2.53461
H -1.84812 1.80369 3.15424
H -0.60592 3.09261 0.58094
H -1.98162 3.77301 1.47100
H -2.13383 3.39943 -0.25399
H -4.03317 0.62261 1.36506
H -4.13495 1.94236 0.18772
H -4.03691 2.30631 1.92032
*
```



Entry 6:
Below is C28H49BN8OSSbSe4W as an isolated structure at a distorted geometry, with properties calculated with ωB97M-V/def2-TZVPD.

Values from the calculation:
Total energy   -325062.3772 eV
Strongest force on any atom   4.6 eV/Å
HOMO energy (alpha / beta)   -0.130 / -0.130 hartree

Structure (ORCA input):
```
! wB97M-V def2-TZVPD RIJCOSX def2/J DEFGRID3
* xyz -1 1
W -1.06740 0.11260 -0.77600
C 0.63260 4.75820 0.95960
C -0.24710 3.59280 1.22250
C -1.46990 3.64670 1.84770
C -2.02410 2.37060 1.76120
N -1.16390 1.55740 1.10130
N -0.05400 2.32500 0.80770
B 1.33190 1.83420 0.31690
N 1.47890 1.44650 -1.17330
N 1.10110 0.23040 -1.71470
C 1.79480 0.09710 -2.87950
C 2.53400 1.25940 -3.09920
C 2.32430 2.07790 -2.01270
C 2.90270 3.43060 -1.81480
C 1.96970 -1.15230 -3.72330
C 0.67430 -1.64750 -4.36650
C 2.95590 -0.84260 -4.85850
C 2.57510 -2.22840 -2.81220
N 1.85870 0.68130 1.15540
N 1.45080 -0.61290 1.06400
C 2.23550 -1.31630 1.88980
C 3.15530 -0.45400 2.50670
C 2.89440 0.79940 2.01820
C 3.61670 2.06160 2.33180
C 2.19110 -2.77480 2.27630
C 3.61080 -3.35780 2.30390
C 1.35510 -3.64660 1.35520
C 1.61230 -2.81620 3.70150
C -3.44550 2.11640 2.21770
C -3.79000 3.05740 3.38460
C -3.72480 0.70330 2.71860
C -4.33010 2.43900 1.00260
H 0.14060 5.64710 1.34500
H 0.77420 4.88990 -0.11110
H 1.60920 4.64920 1.42550
H -1.91310 4.51870 2.27760
H 2.04730 2.75460 0.46780
H 3.13520 1.50580 -3.94770
H 3.48060 3.69740 -2.69680
H 3.55270 3.46430 -0.94030
H 2.10860 4.16370 -1.68590
H 0.13350 -0.80190 -4.83020
H 0.05400 -2.18820 -3.63590
H 0.88900 -2.35390 -5.16470
H 2.57060 -0.04680 -5.49350
H 3.09070 -1.73180 -5.47060
H 3.92820 -0.55460 -4.46190
H 1.88450 -2.49200 -2.01460
H 3.50310 -1.86880 -2.36470
H 2.78840 -3.12570 -3.38930
H 3.90410 -0.71130 3.22610
H 4.34760 1.85770 3.11080
H 2.93690 2.83710 2.68020
H 4.14170 2.44000 1.45420
H 4.07890 -3.26620 1.32740
H 3.55070 -4.41430 2.55860
H 4.24820 -2.87270 3.03850
H 1.76090 -3.65530 0.34660
H 0.34690 -3.26300 1.30800
H 1.32130 -4.67070 1.72640
H 2.25090 -2.27680 4.39970
H 1.50590 -3.84410 4.04370
H 0.63570 -2.34270 3.71630
H -3.06250 2.95540 4.18970
H -4.76900 2.78950 3.77730
H -3.83140 4.09910 3.08240
H -3.15560 0.49310 3.62200
H -3.45630 -0.02610 1.97140
H -4.78430 0.58800 2.93780
H -4.14110 3.45320 0.65530
H -5.38570 2.34240 1.24800
H -4.10710 1.76050 0.17730
Se -4.55150 0.25390 -2.80200
Sb -2.17450 -0.35110 -3.07220
Se -1.24680 2.22460 -1.83210
Se -0.76260 -2.21660 -0.84970
Se -2.84950 -1.14550 -5.48180
S -1.07850 -0.96380 2.25500
C -1.73370 -2.33970 2.91760
N -2.01180 -3.50300 2.32050
C -2.48120 -4.50500 3.25160
C -2.48570 -3.75850 4.60400
N -2.07880 -2.42500 4.22370
H -1.80730 -3.69810 1.35060
H -1.80690 -5.36640 3.26450
H -3.48180 -4.84190 2.96580
H -1.77870 -4.19750 5.32020
H -3.48040 -3.73270 5.06300
H -1.85320 -1.70540 4.88750
C -3.63350 -1.22530 -0.05140
O -2.73020 -0.15420 -0.19690
H -4.65440 -0.85040 0.06300
H -3.36400 -1.82940 0.82290
H -3.60350 -1.90050 -0.92530
*
```



Entry 7:
Below is the molecule C3H7NO3S at a distorted geometry, with properties calculated with ωB97M-V/def2-TZVPD.

Values from the calculation:
Total energy   -21690.0990 eV
Strongest force on any atom   2.2 eV/Å
HOMO energy   -0.350 hartree

Structure (ORCA input):
```
! wB97M-V def2-TZVPD RIJCOSX def2/J DEFGRID3
* xyz 0 1
C 1.48841 0.27602 -2.23759
O 2.31170 0.70299 -1.13260
C 1.86043 0.23136 0.08840
S 0.35587 0.94522 0.75065
C -0.82944 -0.33728 0.38454
O -0.72046 -1.20567 -0.44357
N -1.95809 -0.21888 1.17266
O -2.88854 -1.22346 1.03218
H 1.54895 1.08909 -2.92771
H 2.00988 -0.66411 -2.63627
H 0.44738 0.19105 -1.99501
H 1.68750 -0.88590 0.04459
H 2.60711 0.51240 0.82866
H -2.39515 0.69852 1.17816
H -2.63085 -1.74388 0.22834
*
```



Entry 8:
Below is C23H18BrN2O4Pd as an isolated structure, with properties calculated with ωB97M-V/def2-TZVPD.

Values from the calculation:
Total energy   -108838.0433 eV
Strongest force on any atom   0.9 eV/Å
HOMO energy   -0.145 hartree

Structure (ORCA input):
```
! wB97M-V def2-TZVPD RIJCOSX def2/J DEFGRID3
* xyz -1 1
Pd -0.01917 0.62052 1.44047
O -0.88495 1.31333 -1.29722
C -0.01186 0.86355 -2.06911
C -0.36905 0.22492 -3.32012
C 0.56049 -0.16683 -4.23510
C 1.94564 0.04538 -4.03625
C 2.33859 0.62957 -2.86304
C 1.42228 0.99455 -1.85386
C 1.97712 1.58086 -0.67187
N 1.48621 1.60001 0.51816
C 2.02515 2.46553 1.55028
C 0.86938 3.34480 2.03103
N -0.27660 2.45563 2.26171
C -1.47725 2.88542 2.13916
C -2.67402 2.08248 2.26906
C -3.90004 2.75783 2.20025
C -5.09784 2.10940 2.39188
C -5.06124 0.73617 2.67286
C -3.87989 0.04047 2.74185
C -2.63238 0.67168 2.50669
O -1.54861 -0.03119 2.56471
H -1.42798 0.07704 -3.49611
H 0.22806 -0.64560 -5.15124
H 2.66827 -0.25367 -4.78329
H 3.39633 0.79418 -2.67305
H 2.95196 2.06958 -0.79334
H 2.86919 3.06954 1.19829
H 2.35715 1.83417 2.37848
H 0.60878 4.09124 1.27461
H 1.14527 3.86136 2.95460
H -1.63792 3.95619 1.97186
H -3.88421 3.82277 1.99068
H -6.03730 2.64021 2.32577
H -5.99252 0.20236 2.82938
H -3.85720 -1.02219 2.94478
Br -0.32040 -4.59375 -3.52580
C 0.82066 -4.32045 -2.02971
C 1.79674 -5.26254 -1.75015
C 2.63293 -5.05039 -0.66196
C 2.48909 -3.91460 0.12007
C 1.49688 -2.98603 -0.16875
C 0.65191 -3.18775 -1.25347
C 1.37021 -1.74840 0.70293
O 2.28892 -1.44726 1.45698
O 0.26774 -1.12273 0.51359
H 1.89880 -6.13989 -2.37415
H 3.40300 -5.77612 -0.43015
H 3.13718 -3.71483 0.96262
H -0.11350 -2.45652 -1.47502
*
```



> What is the strongest force on any atom in the first record?

3.8 eV/Å



> What is the total energy in the fifth record?

-54751.6484 eV